Density functional theory data (ωB97M-V/def2-TZVPD) for C53H49As2CrINO2 as an isolated structure.

Geometry (Å):
I1 2.208 -2.000 -2.212
As1 2.739 0.362 0.501
As2 1.644 1.853 -2.453
Cr1 0.188 0.245 0.423
O1 -0.361 -1.208 0.032
O2 0.181 1.748 1.009
N1 0.387 -0.496 2.416
C1 -3.888 1.978 1.857
C2 -2.041 -3.842 -2.773
C3 -1.526 -0.303 -3.729
C4 0.854 6.667 1.452
C5 3.373 4.985 -0.338
C6 3.022 1.290 -3.721
C7 -2.533 0.564 -3.242
C8 -2.759 -3.698 1.268
C9 1.483 5.991 2.483
C10 1.210 4.652 2.720
C11 -0.807 -3.393 -0.756
C12 -1.606 2.500 2.423
C13 0.806 3.173 -3.614
C14 2.982 2.272 0.192
C15 -0.982 1.536 -1.709
C16 2.664 4.198 -1.233
C17 -3.934 -3.774 1.996
C18 0.166 -0.102 4.754
C19 0.018 -1.458 4.989
C20 -0.858 -2.072 -5.238
C21 -1.780 -3.034 -1.683
C22 -2.536 1.959 1.547
C23 -4.320 2.545 3.043
C24 0.290 -1.820 2.635
C25 4.409 -0.106 -0.447
C26 2.464 2.845 -0.971
C27 -0.041 5.992 0.640
C28 0.296 -2.271 -4.479
C29 0.311 3.973 1.910
C30 -3.396 3.091 3.918
C31 -0.321 -5.348 -2.046
C32 0.673 1.820 3.263
C33 -1.314 -5.010 -2.949
C34 3.727 3.066 1.056
C35 3.482 -0.139 2.252
C36 -2.050 -2.502 1.202
C37 -0.058 -4.541 -0.950
C38 0.095 -2.326 3.916
C39 0.576 -1.432 -3.428
C40 3.924 4.414 0.796
C41 -0.250 -0.346 -3.082
C42 -2.536 -1.390 1.876
C43 -3.702 -1.475 2.621
C44 0.355 0.358 3.453
C45 -2.302 1.395 -2.184
C46 -0.304 4.655 0.864
C47 0.057 0.712 -2.152
C48 -1.776 -1.138 -4.835
C49 -4.403 -2.666 2.683
C50 0.397 -2.791 1.491
C51 -0.705 -2.469 0.450
C52 -2.048 3.077 3.610
C53 -0.101 2.514 2.119
H1 -0.126 -1.835 5.990
H2 1.563 3.718 -4.190
H3 -4.603 1.558 1.166
H4 2.875 0.114 3.117
H5 -2.019 -0.437 1.823
H6 4.626 -1.173 -0.378
H7 -3.490 0.566 -3.742
H8 0.478 2.344 4.196
H9 5.184 0.452 0.089
H10 3.556 0.366 -3.510
H11 -1.036 -2.698 -6.096
H12 0.713 -4.829 -0.253
H13 -1.535 -5.660 -3.780
H14 -1.035 4.145 0.251
H15 0.264 -3.807 1.858
H16 -5.320 -2.730 3.249
H17 3.599 -1.228 2.231
H18 4.431 0.200 -1.492
H19 -0.729 2.447 -1.162
H20 -2.825 -3.571 -3.463
H21 -2.234 1.518 0.600
H22 -4.481 -4.703 2.030
H23 4.481 0.292 2.362
H24 0.011 -3.390 4.060
H25 4.180 2.619 1.935
H26 1.741 1.918 3.023
H27 0.247 -6.255 -2.182
H28 -3.088 2.033 -1.804
H29 -2.726 -1.048 -5.338
H30 1.377 -2.700 1.000
H31 -2.353 -2.130 -1.515
H32 1.044 7.717 1.298
H33 -1.346 3.534 4.291
H34 2.181 6.510 3.121
H35 -0.551 6.510 -0.156
H36 2.276 4.641 -2.144
H37 4.518 5.011 1.470
H38 -5.374 2.578 3.272
H39 -2.405 -4.573 0.745
H40 0.177 3.874 -3.060
H41 -3.729 3.541 4.841
H42 2.542 1.218 -4.705
H43 -4.055 -0.607 3.157
H44 0.177 2.630 -4.329
H45 3.732 2.126 -3.747
H46 1.693 4.176 3.560
H47 0.953 -3.098 -4.705
H48 3.504 6.036 -0.543
H49 0.145 0.596 5.575

Atoms 1-3, force components in eV/Å:
-0.1420 0.1335 -0.5471
1.0884 0.3348 0.2213
0.1005 0.5030 -0.8055

Values from the calculation:
E_tot = -219515.1699 eV
Kohn-Sham gap (spin up / spin down) = 6.5 / 6.6 eV
Multiplicity = 1
Total charge = +3
HOMO level (spin up / spin down) = -15.7 / -15.7 eV